[1]
Density functional theory data (ωB97M-V/def2-TZVPD) for a molecular structure, C27H34GeN5NiS.

Each line ends with the Mulliken spin population.
Geometry (Å):
Ni  0.005  -0.300  -0.273  0.981
C  -1.222  1.659  1.715  0.001
N  0.096  1.517  1.118  0.005
C  1.120  0.956  2.019  0.025
C  0.710  -0.431  2.422  0.273
C  0.207  -0.730  3.647  -0.112
C  -0.425  -1.962  3.907  0.429
C  -0.649  -2.822  2.811  -0.139
C  -0.123  -2.537  1.598  0.268
N  0.737  -1.420  1.367  0.028
C  0.506  2.607  0.254  -0.002
C  0.165  2.406  -1.215  0.004
C  0.283  3.480  -2.090  -0.001
C  0.028  3.292  -3.433  -0.002
C  -0.360  2.031  -3.871  0.002
C  -0.465  1.021  -2.939  0.012
N  -0.200  1.196  -1.638  -0.011
C  -2.332  0.842  1.072  -0.019
C  -3.655  1.198  1.302  0.003
C  -4.669  0.413  0.785  -0.002
C  -4.332  -0.712  0.047  0.000
C  -2.994  -0.991  -0.144  -0.002
N  -2.009  -0.233  0.351  0.037
H  -1.531  2.709  1.725  0.000
H  -1.174  1.346  2.760  0.008
H  1.261  1.567  2.920  0.005
H  2.064  0.947  1.471  0.018
H  0.251  0.030  4.419  0.000
H  -0.794  -2.202  4.893  0.020
H  -1.256  -3.711  2.920  -0.005
H  -0.273  -3.173  0.736  0.050
H  1.587  2.743  0.327  0.002
H  0.057  3.556  0.572  -0.001
H  0.581  4.449  -1.709  0.001
H  0.121  4.113  -4.132  0.000
H  -0.584  1.838  -4.910  0.000
H  -0.773  0.023  -3.227  0.000
H  -3.879  2.084  1.884  0.000
H  -5.706  0.674  0.953  0.000
H  -5.088  -1.358  -0.376  0.000
H  -2.682  -1.856  -0.717  -0.001
S  3.012  0.575  -1.214  0.009
C  3.518  0.407  -2.802  -0.003
N  4.694  0.973  -3.205  0.000
C  5.206  0.902  -4.462  0.000
C  4.540  0.232  -5.433  0.000
C  3.313  -0.378  -5.090  0.000
C  2.816  -0.294  -3.822  0.005
H  5.206  1.470  -2.488  0.000
H  6.151  1.402  -4.612  0.000
H  4.946  0.172  -6.431  0.000
H  2.759  -0.922  -5.845  0.000
H  1.879  -0.756  -3.548  0.000
C  4.121  -2.938  -1.175  0.001
Ge  2.343  -3.178  -0.396  0.004
C  0.936  -2.861  -1.733  0.022
C  2.196  -4.995  0.312  0.003
C  2.141  -1.912  1.128  0.099
H  4.548  -3.906  -1.439  0.000
H  4.792  -2.444  -0.472  0.000
H  4.067  -2.325  -2.074  0.000
H  1.341  -3.022  -2.734  0.002
H  0.525  -1.840  -1.695  -0.015
H  0.103  -3.554  -1.605  0.002
H  2.353  -5.740  -0.469  0.000
H  1.220  -5.174  0.765  -0.001
H  2.957  -5.149  1.080  -0.001
H  2.771  -1.047  0.930  -0.023
H  2.493  -2.388  2.049  0.023

- F_max: 0.219 eV/Å
- Total charge: +1
- Spin multiplicity: 3
- LUMO energy (alpha / beta): -2.31 / -2.61 eV
- Total energy: -5306.22664 Eh
- HOMO level (alpha / beta): -9.1 / -9.1 eV

---

[2]
Density functional theory data (ωB97M-V/def2-TZVPD) for a molecular structure, C27H34GeN5NiS.

Each line ends with the Mulliken spin population.
Geometry (Å):
Ni  0.067  -0.522  -0.224  0.980
C  -1.262  1.763  1.351  -0.031
N  -1.552  1.095  0.095  -0.009
C  -1.233  1.880  -1.103  0.038
C  0.259  2.046  -1.192  0.262
C  0.888  3.149  -0.706  -0.107
C  2.279  3.191  -0.500  0.429
C  3.003  2.007  -0.746  -0.113
C  2.389  0.918  -1.264  0.229
N  1.008  0.882  -1.610  0.092
C  -2.754  0.290  0.099  0.007
C  -2.564  -0.998  0.879  -0.002
C  -3.617  -1.568  1.578  0.004
C  -3.419  -2.762  2.253  -0.003
C  -2.163  -3.344  2.224  0.001
C  -1.161  -2.708  1.513  0.001
N  -1.351  -1.570  0.842  0.007
C  0.038  1.362  2.032  0.014
C  0.387  1.984  3.226  0.006
C  1.569  1.639  3.850  -0.004
C  2.380  0.678  3.261  -0.003
C  1.963  0.108  2.077  0.017
N  0.814  0.435  1.471  0.015
H  -2.079  1.579  2.056  0.001
H  -1.231  2.848  1.203  0.002
H  -1.700  2.874  -1.079  0.009
H  -1.632  1.344  -1.966  0.004
H  0.276  4.000  -0.429  -0.005
H  2.763  4.081  -0.130  0.020
H  4.060  1.948  -0.524  -0.004
H  2.924  0.004  -1.478  0.027
H  -2.986  0.017  -0.933  0.000
H  -3.625  0.823  0.506  0.000
H  -4.578  -1.070  1.596  0.000
H  -4.228  -3.221  2.807  0.000
H  -1.954  -4.265  2.751  0.000
H  -0.159  -3.116  1.478  -0.002
H  -0.268  2.734  3.651  0.001
H  1.859  2.113  4.778  0.000
H  3.317  0.377  3.708  0.000
H  2.566  -0.638  1.576  -0.001
S  -1.175  -1.725  -2.285  0.022
C  -1.457  -3.349  -1.946  -0.003
N  -2.649  -3.907  -2.303  0.005
C  -2.997  -5.202  -2.101  0.000
C  -2.132  -6.054  -1.496  0.003
C  -0.875  -5.545  -1.104  0.000
C  -0.547  -4.238  -1.318  0.006
H  -3.298  -3.284  -2.766  0.000
H  -3.978  -5.489  -2.451  0.000
H  -2.404  -7.085  -1.336  0.000
H  -0.158  -6.206  -0.632  0.000
H  0.417  -3.842  -1.038  -0.002
C  0.918  -1.540  -5.378  0.000
Ge  1.934  -0.854  -3.863  0.006
C  2.347  -2.258  -2.557  0.021
C  3.599  -0.075  -4.522  0.004
C  0.843  0.614  -3.073  0.101
H  1.577  -2.120  -6.024  0.000
H  0.505  -0.720  -5.967  0.000
H  0.097  -2.175  -5.044  0.000
H  2.126  -3.237  -2.986  -0.001
H  1.751  -2.128  -1.655  -0.033
H  3.405  -2.237  -2.288  0.000
H  4.210  -0.847  -4.993  0.000
H  4.180  0.380  -3.720  -0.003
H  3.391  0.692  -5.269  -0.002
H  -0.208  0.408  -3.272  -0.010
H  1.108  1.529  -3.616  0.002

- F_max: 0.483 eV/Å
- Total charge: +1
- Spin multiplicity: 3
- LUMO energy (alpha / beta): -2.56 / -2.56 eV
- Total energy: -5306.23747 Eh
- HOMO level (alpha / beta): -8.8 / -9.0 eV

---

[3]
Density functional theory data (ωB97M-V/def2-TZVPD) for C27H34N2O7S in the gas phase at a distorted geometry.

Each line ends with the natural charge from an NBO analysis.
Geometry (Å):
C  4.901  -2.265  -0.855  -0.618
H  4.895  -3.343  -0.716  0.217
H  5.676  -2.002  -1.570  0.214
C  3.546  -1.805  -1.370  -0.058
H  3.528  -0.710  -1.469  0.169
H  3.351  -2.248  -2.357  0.173
O  2.564  -2.222  -0.446  -0.512
C  1.254  -1.930  -0.717  0.233
C  0.805  -1.252  -1.834  -0.283
C  -0.548  -1.004  -2.016  -0.231
C  -1.472  -1.437  -1.085  -0.020
C  -1.024  -2.113  0.048  -0.315
C  0.320  -2.368  0.246  0.347
O  0.860  -3.014  1.322  -0.521
C  0.012  -3.613  2.277  -0.064
C  -0.612  -4.914  1.781  -0.637
H  0.171  -5.613  1.496  0.214
H  -1.243  -4.736  0.913  0.214
H  -1.213  -5.357  2.570  0.214
H  0.671  -3.822  3.124  0.191
H  -0.761  -2.908  2.608  0.176
H  -1.754  -2.439  0.772  0.215
C  -2.942  -1.194  -1.284  -0.426
H  -3.133  -0.948  -2.329  0.228
H  -3.505  -2.093  -1.027  0.211
C  -3.457  -0.039  -0.414  -0.214
N  -2.902  1.226  -0.824  -0.633
C  -3.630  2.186  -1.418  0.672
O  -4.829  2.136  -1.598  -0.627
C  -2.786  3.385  -1.805  -0.710
H  -3.423  4.235  -2.042  0.247
H  -2.086  3.619  -1.009  0.261
S  -1.827  3.021  -3.364  1.265
O  -1.618  1.577  -3.430  -0.987
C  -0.192  3.729  -2.746  -0.609
C  0.450  2.801  -1.797  0.049
C  1.644  2.142  -1.907  0.276
O  1.805  1.395  -0.784  -0.411
C  0.697  1.605  -0.045  0.530
N  -0.132  2.439  -0.612  -0.515
C  0.500  0.950  1.224  -0.151
C  -0.699  1.112  1.914  -0.179
C  -0.872  0.473  3.120  -0.246
C  0.120  -0.331  3.681  0.278
C  1.335  -0.501  2.983  0.231
C  1.501  0.147  1.769  -0.200
H  2.418  0.030  1.217  0.228
O  2.295  -1.294  3.542  -0.514
C  3.428  -1.625  2.768  -0.268
H  3.985  -2.343  3.368  0.195
H  3.134  -2.083  1.821  0.219
H  4.057  -0.746  2.587  0.168
O  -0.232  -0.889  4.871  -0.498
C  0.710  -1.544  5.691  -0.238
H  0.176  -1.758  6.617  0.188
H  1.570  -0.906  5.905  0.184
H  1.057  -2.478  5.247  0.182
H  -1.791  0.578  3.675  0.229
H  -1.473  1.739  1.505  0.234
C  2.687  2.114  -2.962  -0.666
H  2.367  1.490  -3.796  0.233
H  2.876  3.117  -3.338  0.232
H  3.609  1.707  -2.553  0.234
H  -0.429  4.692  -2.299  0.234
H  0.435  3.869  -3.625  0.235
H  -1.895  1.321  -0.805  0.433
H  -3.196  -0.219  0.635  0.189
H  -4.542  0.048  -0.510  0.235
H  -0.876  -0.459  -2.887  0.249
H  1.501  -0.913  -2.585  0.216
H  5.123  -1.796  0.100  0.207

- F_max: 1.640 eV/Å
- Spin multiplicity: 1
- LUMO energy: 0.49 eV
- Total energy: -2083.61173 Eh
- HOMO level: -7.7 eV

---

The records above yield ΔE to the lowest compared entry with this formula, charge and spin values of 6.79, 0.00, 2.39 kcal per mole, respectively.